# 1
ORCA calculation (wB97M-V/def2-TZVPD) on a molecular structure, C15H31INO5Si2.

Computed properties:
LUMO = 1.934 eV
E_HOMO = -3.585 eV
Calculated total energy = -1897.92983 Ha
HOMO-LUMO gap = 5.5 eV

The geometry in ORCA input format:
```
! RIJCOSX wB97M-V def2-TZVPD def2/J DEFGRID3
* xyz -1 1
I -0.483 1.287 0.631
Si -1.991 -4.858 -3.815
Si -0.857 -2.549 -2.278
O -0.737 3.712 3.973
O 3.409 1.558 1.914
O -1.930 2.094 5.049
O -0.240 1.587 3.615
O 4.418 3.497 2.445
N -0.748 -3.962 -3.155
C -3.234 -5.557 -2.557
C 0.168 2.239 2.421
C -0.502 3.625 2.556
C 0.875 -1.963 -1.776
C 1.222 5.547 2.784
C -3.030 -3.950 -5.124
C -1.829 -2.689 -0.649
C 4.232 1.784 4.152
C 0.142 4.852 1.946
C -1.620 -1.080 -3.220
C 2.410 4.702 3.254
C -1.288 -6.375 -4.710
C 3.392 4.439 2.117
C 3.964 2.239 2.741
C -1.073 2.425 4.293
H -0.611 -6.063 -5.509
H 2.941 5.281 4.018
H -1.693 -1.802 -0.016
H -2.902 -2.797 -0.827
H -3.663 -3.180 -4.673
H -3.690 -4.640 -5.663
H -1.480 3.505 2.073
H 1.485 -1.787 -2.665
H 0.513 4.557 0.960
H -2.374 -3.470 -5.853
H 1.251 2.260 2.369
H -1.479 -0.135 -2.676
H -0.652 5.581 1.764
H 3.306 1.349 4.534
H -1.484 -3.558 -0.084
H 1.368 -2.718 -1.160
H -2.694 -1.210 -3.370
H 4.500 2.631 4.781
H 0.827 -1.028 -1.206
H 0.763 6.012 3.658
H 5.019 1.032 4.166
H -3.898 -6.299 -3.017
H 2.876 4.133 1.201
H -2.701 -6.043 -1.737
H -2.084 -6.985 -5.155
H -1.144 -0.978 -4.197
H 2.083 3.784 3.749
H 1.621 6.368 2.176
H 3.921 5.368 1.898
H -0.729 -7.002 -4.011
H -3.866 -4.771 -2.136
*
```

# 2
ORCA calculation (wB97M-V/def2-TZVPD) on a molecular structure, C31H25CuN4O3S3 in a non-equilibrium geometry.

Computed properties:
LUMO (alpha / beta) = 2.342 / 2.345 eV
E_HOMO (alpha / beta) = -4.317 / -4.227 eV
Calculated total energy = -4476.10044 Ha
HOMO-LUMO gap (alpha / beta) = 6.7 / 6.6 eV
⟨S²⟩ = 0.756

The geometry in ORCA input format:
```
! RIJCOSX wB97M-V def2-TZVPD def2/J DEFGRID3
* xyz -1 2
Cu -0.016 1.594 0.566
S -1.579 -1.400 0.970
S 0.525 1.905 2.705
S 2.962 0.937 4.088
O -2.582 -2.054 1.756
O -0.235 1.654 -1.306
O -0.194 -1.632 1.363
N 1.866 0.950 0.364
N -1.723 0.230 1.000
N -1.691 2.849 0.619
N 2.651 0.803 1.424
C -2.818 2.208 0.412
C 1.970 -3.018 3.656
C -1.675 4.203 0.522
C -0.470 -2.439 -1.353
C -3.901 4.323 -0.483
C -1.775 -2.442 -3.404
C -0.601 -2.684 -2.735
C -2.889 -1.884 -1.359
C 2.808 0.917 -3.176
C 4.422 -2.945 2.325
C 2.367 1.454 -4.379
C 3.624 -4.078 2.228
C 2.477 0.481 -0.781
C 0.738 1.756 -2.153
C 0.395 2.431 -3.358
C -4.185 0.229 0.838
C 2.147 1.318 2.589
C -4.007 2.964 -0.095
C -2.963 -2.190 -2.712
C -1.659 -2.000 -0.693
C -5.295 2.260 -0.048
C 1.184 2.212 -4.497
C 3.479 -0.540 -0.738
C -2.750 4.953 0.007
C 4.027 -1.869 3.121
C -5.295 0.899 0.294
C 2.413 -4.101 2.937
C 2.035 1.103 -2.013
C 2.089 -0.657 4.391
C 2.770 -1.837 3.778
C -2.903 0.815 0.773
H 3.815 -4.868 1.491
H 1.060 -3.073 4.235
H -0.628 2.830 -3.380
H 5.411 -2.946 1.786
H 2.902 1.238 -5.236
H -1.830 -2.714 -4.473
H 2.994 -1.491 -1.081
H -6.240 0.350 0.219
H -2.697 6.032 0.041
H 1.070 -0.513 3.996
H 3.718 -0.678 0.361
H -3.908 -2.023 -3.213
H 4.752 -1.093 3.184
H -0.838 4.757 0.992
H 2.109 -0.745 5.478
H -4.283 -0.668 1.437
H 3.635 0.250 -3.157
H 0.266 -3.100 -3.324
H 4.373 -0.319 -1.402
H 0.471 -2.578 -0.750
H -3.838 -1.637 -0.830
H -6.207 2.774 -0.254
H -4.674 4.831 -1.057
H 1.752 -4.954 2.939
H 1.073 2.661 -5.444
*
```

# 3
ORCA calculation (wB97M-V/def2-TZVPD) on a molecular structure, C11H15CrN3O4S2 in a non-equilibrium geometry.

Computed properties:
LUMO (alpha / beta) = 4.985 / 4.858 eV
E_HOMO (alpha / beta) = 1.352 / -1.739 eV
Calculated total energy = -2734.26552 Ha
HOMO-LUMO gap (alpha / beta) = 3.6 / 6.6 eV
⟨S²⟩ = 6.301

The geometry in ORCA input format:
```
! RIJCOSX wB97M-V def2-TZVPD def2/J DEFGRID3
* xyz -2 5
Cr -0.464 -0.124 0.010
S 0.732 2.474 3.705
S -2.778 -0.626 0.045
O -2.433 0.820 -0.120
O -1.917 -1.333 -0.970
O -4.191 -0.910 -0.126
O -2.239 -1.043 1.366
N 1.044 -0.643 -0.710
N 0.424 1.252 1.378
N -0.116 -0.094 3.335
C 2.913 -1.487 -2.046
C 1.329 3.246 2.243
C 1.515 2.854 -0.141
C 0.638 -1.365 -3.049
C 2.402 4.882 0.862
C 0.024 1.154 2.681
C 1.402 -1.584 -1.723
C 1.969 4.458 2.128
C 2.168 4.066 -0.246
C 1.108 -3.014 -1.218
C 1.075 2.404 1.125
H -0.218 -0.824 2.642
H -0.430 -1.443 -2.861
H -0.961 -0.105 3.888
H 0.044 -3.077 -0.985
H 3.497 -1.629 -1.135
H 2.516 4.398 -1.220
H 3.207 -2.243 -2.784
H 1.367 -3.777 -1.961
H 1.337 2.206 -0.991
H 3.137 -0.494 -2.443
H 0.848 -0.360 -3.425
H 2.140 5.078 3.001
H 2.924 5.827 0.752
H 1.677 -3.199 -0.303
H 0.941 -2.101 -3.803
*
```

# 4
ORCA calculation (wB97M-V/def2-TZVPD) on a gas-phase ion, C20H26NO3 (charge +1) in a non-equilibrium geometry.

Computed properties:
LUMO = -2.181 eV
E_HOMO = -11.242 eV
Calculated total energy = -1057.90805 Ha
HOMO-LUMO gap = 9.1 eV
SMILES = C#CC[N@@+]1(C)[C@@H]2CC[C@H]1C[C@H](OC(=O)[C@@H](CO)c1ccccc1)C2

The geometry in ORCA input format:
```
! RIJCOSX wB97M-V def2-TZVPD def2/J DEFGRID3
* xyz 1 1
O 0.249 -1.915 0.053
O 1.095 0.159 0.080
O 2.155 -1.338 -2.387
N -3.060 0.056 -0.160
C 1.198 -1.165 0.044
C -0.889 0.444 -1.316
C -2.377 0.779 -1.279
C -0.187 0.778 0.014
C -3.833 -2.515 2.053
C 5.193 0.391 1.870
C 4.831 1.453 -0.246
C -2.805 -1.415 -0.123
C 5.474 1.414 0.980
C -3.376 -2.016 1.066
C 3.628 -0.556 0.305
C -4.524 0.220 -0.254
C 2.635 -1.636 -0.040
C -2.518 0.802 1.021
C 2.802 -2.198 -1.469
C -2.672 2.274 0.614
C 3.912 0.475 -0.582
C -1.051 0.444 1.246
C -2.594 2.257 -0.923
C 4.275 -0.588 1.533
H -1.770 2.862 -1.295
H -2.839 0.502 -2.229
H 0.064 1.844 0.031
H -0.684 1.016 2.100
H 3.872 -2.283 -1.692
H 3.411 0.508 -1.537
H 4.065 -1.387 2.230
H -0.723 -0.601 -1.572
H -3.260 -1.858 -1.014
H -1.880 2.873 1.055
H -4.994 -0.318 0.569
H 2.397 -1.603 -3.281
H -3.616 2.689 0.966
H 2.345 -3.196 -1.513
H 2.742 -2.473 0.656
H 5.049 2.247 -0.945
H -4.879 -0.201 -1.193
H -3.503 2.646 -1.378
H 5.693 0.353 2.826
H 6.193 2.176 1.240
H -4.817 1.262 -0.206
H -1.736 -1.643 -0.133
H -3.099 0.539 1.908
H -0.423 1.026 -2.113
H -0.947 -0.607 1.509
H -4.226 -2.975 2.911
*
```

# 5
ORCA calculation (wB97M-V/def2-TZVPD) on a molecular structure, C15H31N5O7Sr in a non-equilibrium geometry.

Computed properties:
LUMO (alpha / beta) = -1.851 / -1.537 eV
E_HOMO (alpha / beta) = -6.418 / -6.410 eV
Calculated total energy = -1421.07562 Ha
HOMO-LUMO gap (alpha / beta) = 4.6 / 4.9 eV

The geometry in ORCA input format:
```
! RIJCOSX wB97M-V def2-TZVPD def2/J DEFGRID3
* xyz 0 1
Sr -0.239 0.017 -2.509
O 0.534 -1.867 -5.588
O -1.077 -3.058 -3.652
O 2.068 1.919 -3.111
O -3.678 2.827 -0.110
O 1.364 -0.653 -0.308
O -1.250 1.814 0.694
O -2.422 -0.545 0.745
N 0.794 -0.079 1.804
N -1.820 -1.223 -0.295
N -0.527 2.028 -0.391
N 1.055 2.228 -2.399
N -1.277 -2.452 -2.571
C 2.598 -1.652 1.606
C 1.231 3.187 -1.442
C 0.808 -0.206 3.259
C 1.551 -0.764 0.919
C -2.328 1.076 -2.756
C -2.455 -4.505 -1.931
C -1.943 -3.157 -1.604
C 2.390 4.109 -1.538
C 3.249 -0.598 3.892
C 0.325 3.089 -0.346
C -3.213 -3.133 0.581
C 0.427 4.046 0.790
C 2.059 0.351 3.952
C 3.666 -0.936 2.454
C -2.278 -2.478 -0.387
H 3.099 -2.242 0.829
H 4.544 -1.594 2.518
H -2.089 0.583 -3.745
H -4.449 2.334 0.236
H -2.010 -4.844 -2.873
H 3.206 3.789 -0.868
H -0.485 4.045 1.395
H 4.096 -0.129 4.410
H 0.072 0.523 1.390
H 0.043 -1.197 -6.174
H -3.546 -4.452 -2.066
H 0.670 -1.260 3.565
H 2.766 4.050 -2.566
H -1.993 0.380 0.699
H -3.047 0.727 -2.017
H -1.912 2.066 -2.594
H 1.284 3.805 1.439
H -2.783 -4.032 1.048
H 2.327 1.318 3.507
H 1.804 0.541 5.004
H -0.063 0.349 3.625
H -2.230 -5.222 -1.132
H -2.898 2.474 0.378
H -4.117 -3.471 0.057
H 3.013 -1.521 4.441
H -0.189 -1.788 -4.943
H 2.053 -2.348 2.259
H -3.518 -2.457 1.381
H 2.143 5.155 -1.308
H 0.593 5.055 0.392
H 4.007 -0.019 1.954
*
```

# 6
ORCA calculation (wB97M-V/def2-TZVPD) on 2 unconnected molecules or ions with the total composition C4H12S2Si in a non-equilibrium geometry.

Computed properties:
LUMO = -0.091 eV
E_HOMO = -8.932 eV
Calculated total energy = -1245.48252 Ha
HOMO-LUMO gap = 8.8 eV
SMILES = CC[Si](=S)CC.S

The geometry in ORCA input format:
```
! RIJCOSX wB97M-V def2-TZVPD def2/J DEFGRID3
* xyz 0 1
S 4.514 0.441 -0.229
S 1.237 -1.921 -0.883
Si -0.479 -1.085 -0.307
C -1.738 -0.256 -1.463
C -1.337 1.194 -1.738
C -1.011 -0.725 1.486
C -0.029 -1.231 2.537
H -1.277 1.771 -0.816
H -0.362 1.235 -2.221
H 3.882 -0.709 -0.431
H -1.124 0.358 1.600
H 3.679 1.091 -1.028
H -2.747 -0.272 -1.042
H 0.973 -0.850 2.353
H -1.996 -1.157 1.686
H -1.781 -0.792 -2.413
H -0.338 -0.913 3.531
H -2.062 1.674 -2.390
H 0.021 -2.318 2.527
*
```

# 7
ORCA calculation (wB97M-V/def2-TZVPD) on C2H4INO in the gas phase in a non-equilibrium geometry.

Computed properties:
LUMO = 0.069 eV
E_HOMO = -9.719 eV
Calculated total energy = -506.24354 Ha
HOMO-LUMO gap = 9.8 eV
SMILES = [H]/N=C(\I)OC

The geometry in ORCA input format:
```
! RIJCOSX wB97M-V def2-TZVPD def2/J DEFGRID3
* xyz 0 1
I 3.135 0.002 -0.143
O 0.217 0.693 -0.298
N 0.478 -1.577 0.278
C 0.943 -0.484 -0.023
C -1.153 0.851 -0.131
H -1.457 2.024 -0.320
H -1.433 0.596 0.842
H 1.036 -2.329 0.682
H -1.767 0.224 -0.887
*
```

# 8
ORCA calculation (wB97M-V/def2-TZVPD) on a molecular structure, C27H26Cl2MoN6O2S2.

Computed properties:
LUMO (alpha / beta) = -0.461 / -0.668 eV
E_HOMO (alpha / beta) = -7.428 / -7.247 eV
Calculated total energy = -3308.54282 Ha
HOMO-LUMO gap (alpha / beta) = 7.0 / 6.6 eV

The geometry in ORCA input format:
```
! RIJCOSX wB97M-V def2-TZVPD def2/J DEFGRID3
* xyz 0 1
Mo 0.390 -0.664 0.607
Cl -1.608 -0.061 3.058
Cl -3.631 -4.368 0.403
S 2.027 1.161 0.019
S -1.125 -2.561 0.960
O 1.168 -0.795 2.300
O 0.259 -1.160 -1.290
N 2.053 -1.955 0.168
N 2.093 -2.487 -1.144
N -1.164 0.808 -0.245
N 1.459 3.734 0.221
N -1.455 2.523 -1.589
N 0.622 2.340 1.959
C -5.037 -2.736 1.972
C 1.108 -2.016 -1.814
C 0.131 3.421 2.554
C -4.167 -0.831 3.117
C 0.848 -2.439 -3.207
C -2.665 -2.172 1.708
C 1.164 6.132 0.169
C 4.255 -2.995 0.260
C 1.270 2.537 0.807
C 3.250 -1.816 2.243
C -2.921 -1.109 2.583
C -5.238 -1.650 2.807
C -1.205 3.439 -2.691
C 2.358 -0.709 4.335
C -2.040 1.699 0.348
C 0.273 4.692 2.041
C -3.782 -2.983 1.445
C -2.234 2.757 -0.474
C -0.650 -2.627 -5.073
C 3.115 -2.226 0.862
C 2.296 -1.147 2.909
C 0.961 4.802 0.835
C 0.347 -3.250 -5.808
C -0.401 -2.215 -3.771
C 1.849 -3.068 -3.941
C -0.836 1.357 -1.403
C 1.597 -3.471 -5.241
H 1.667 5.994 -0.785
H 2.913 -1.426 4.939
H -1.403 2.948 -3.642
H 1.353 -0.598 4.735
H 2.813 -3.235 -3.482
H -5.849 -3.402 1.718
H 4.660 -2.444 -0.588
H -1.873 4.290 -2.586
H 1.774 6.787 0.794
H -0.406 3.253 3.483
H 0.152 -3.569 -6.824
H 2.376 -3.956 -5.815
H 0.209 6.635 0.010
H -0.173 3.783 -2.651
H 3.914 -3.955 -0.123
H -2.834 3.642 -0.371
H -2.490 1.505 1.301
H 4.151 -2.103 2.764
H -0.129 5.558 2.547
H -4.283 0.017 3.777
H -1.171 -1.738 -3.180
H -1.626 -2.464 -5.511
H 5.040 -3.151 0.997
H -6.219 -1.446 3.212
H 2.857 0.260 4.398
H -0.157 0.927 -2.119
*
```

# 9
ORCA calculation (wB97M-V/def2-TZVPD) on a gas-phase ion, C20H30N3O2 (charge +1).

Computed properties:
LUMO = -2.705 eV
E_HOMO = -11.036 eV
Calculated total energy = -1094.67419 Ha
HOMO-LUMO gap = 8.3 eV
SMILES = CCCCOc1cc(C(=O)NCC[NH+](CC)CC)c2ccccc2n1

The geometry in ORCA input format:
```
! RIJCOSX wB97M-V def2-TZVPD def2/J DEFGRID3
* xyz 1 1
O 3.508 0.868 -0.619
O -1.590 0.802 -0.375
N -4.145 0.473 -0.192
N 2.965 -1.330 -0.310
N -1.715 -0.635 1.352
C 1.261 0.352 -0.226
C -4.174 -0.282 1.088
C 2.445 -3.620 -0.076
C -3.965 0.246 -2.671
C 4.863 0.442 -0.781
C -5.005 1.678 -0.170
C -4.516 2.734 0.807
C -2.912 -0.042 1.926
C -4.434 -0.385 -1.370
C 1.532 -4.627 0.080
C -1.067 -0.089 0.302
C 5.732 1.675 -0.982
C 5.784 2.581 0.250
C 0.167 -4.331 0.189
C 0.297 -0.585 0.031
C 6.573 1.976 1.405
C 0.646 -1.969 0.054
C -0.269 -3.032 0.174
C 2.027 -2.276 -0.111
C 2.609 -0.076 -0.393
H -1.220 -1.321 1.902
H 7.585 1.733 1.088
H -2.931 0.572 -2.583
H -4.263 -1.350 0.876
H 1.035 1.404 -0.270
H -3.106 0.792 -0.308
H 1.854 -5.656 0.100
H -5.506 -0.598 -1.400
H -2.750 1.034 2.047
H -3.062 -0.480 2.912
H 4.920 -0.225 -1.648
H -5.049 0.016 1.668
H -5.111 3.634 0.678
H -4.019 -0.497 -3.462
H 5.163 -0.129 0.102
H 6.250 3.525 -0.038
H -4.997 2.105 -1.173
H 5.332 2.240 -1.826
H -0.546 -5.137 0.278
H 6.633 2.683 2.228
H 3.498 -3.820 -0.193
H -3.479 2.990 0.606
H 4.764 2.798 0.572
H -1.329 -2.827 0.223
H 6.102 1.068 1.775
H -4.619 2.419 1.842
H 6.739 1.344 -1.239
H -6.029 1.374 0.067
H -4.578 1.089 -2.973
H -3.897 -1.326 -1.234
*
```

# 10
ORCA calculation (wB97M-V/def2-TZVPD) on 2 unconnected molecules or ions with the total composition C4H11N2 in a non-equilibrium geometry.

Computed properties:
LUMO = -4.427 eV
E_HOMO = -15.145 eV
Calculated total energy = -268.21639 Ha
HOMO-LUMO gap = 10.7 eV

The geometry in ORCA input format:
```
! RIJCOSX wB97M-V def2-TZVPD def2/J DEFGRID3
* xyz 1 1
N 1.575 -0.234 -0.339
N -0.249 1.077 0.009
C 0.973 0.773 0.229
C 1.930 1.433 1.130
C -1.941 -2.298 -0.555
C -1.376 1.570 -0.202
H 1.239 -0.735 -1.148
H -1.602 2.311 -1.000
H -2.289 1.179 0.209
H -1.573 -3.242 0.022
H 2.565 -0.410 -0.070
H -2.332 -2.579 -1.472
H 2.464 0.667 1.701
H 2.768 1.726 0.383
H 1.454 2.201 1.742
H -2.555 -1.689 0.092
H -1.050 -1.750 -0.733
*
```

# 11
ORCA calculation (wB97M-V/def2-TZVPD) on a gas-phase ion, C3H9N4O2 (charge +1) in a non-equilibrium geometry.

Computed properties:
LUMO = -3.693 eV
E_HOMO = -13.667 eV
Calculated total energy = -488.73272 Ha
HOMO-LUMO gap = 10.0 eV
SMILES = CN(N)/C(N)=C\[N+](=O)O

The geometry in ORCA input format:
```
! RIJCOSX wB97M-V def2-TZVPD def2/J DEFGRID3
* xyz 1 1
O -2.324 0.928 0.798
O -4.046 -0.036 -0.242
N -0.210 1.444 -0.728
N -2.882 -0.024 -0.026
N 0.376 0.334 -0.183
N 0.198 -1.944 0.384
C 1.823 0.423 0.014
C -2.001 -0.748 -0.629
C -0.271 -0.767 -0.035
H 1.302 -1.955 0.369
H 2.278 -0.491 -0.482
H 2.025 0.426 0.984
H -0.325 -2.814 0.139
H 2.378 1.321 -0.437
H -0.973 1.177 -1.221
H -0.624 2.194 -0.144
H -2.761 1.330 1.562
H -2.203 -1.529 -1.313
*
```

# 12
ORCA calculation (wB97M-V/def2-TZVPD) on 2 unconnected molecules or ions with the total composition C6H13NO in a non-equilibrium geometry.

Computed properties:
LUMO (alpha / beta) = 0.383 / 0.208 eV
E_HOMO (alpha / beta) = -8.377 / -8.127 eV
Calculated total energy = -366.18882 Ha
HOMO-LUMO gap (alpha / beta) = 8.8 / 8.3 eV

The geometry in ORCA input format:
```
! RIJCOSX wB97M-V def2-TZVPD def2/J DEFGRID3
* xyz 0 1
O 1.776 -3.613 0.836
N 1.131 -2.618 1.445
C -1.178 2.228 -1.561
C -0.466 0.519 0.021
C -1.284 2.859 0.741
C -0.226 -0.509 -0.985
C 2.849 -3.996 1.348
C -1.025 1.736 -0.206
H -1.323 3.745 0.150
H 0.799 -0.805 -1.162
H -2.184 2.643 1.246
H -0.600 -0.094 -1.929
H 3.446 -4.685 0.759
H -1.558 3.287 -1.449
H -0.253 2.094 -2.087
H -0.697 -1.500 -0.732
H 0.215 -2.539 0.944
H 3.233 -3.433 2.208
H -1.943 1.616 -2.052
H -0.218 0.250 1.011
H -0.495 2.817 1.454
*
```